[1]
The following is a quantum chemistry calculation of C13H9F6N4O4PdS2Se3Te as an isolated structure in a non-equilibrium geometry, from the Open Molecules 2025 dataset.

```
43
Properties=species:S:1:pos:R:3:forces:R:3:nbo_charge:R:1
Pd -1.2987 -0.4529 1.7606 -1.28 -0.76 -1.92 0.41
Se -3.4072 -0.7951 0.3570 -0.28 -0.06 0.53 -0.03
Se -4.5175 -0.3445 2.2767 -0.15 -0.08 -0.07 0.04
Te -2.5936 -0.7734 4.0155 -1.14 -0.21 0.17 0.52
Se -2.0908 -3.0303 3.3628 -0.01 -0.05 -0.16 -0.13
F 3.6111 -0.0063 2.7398 -0.23 -0.04 -0.03 -0.30
C 2.8585 -0.9743 3.2592 0.38 0.07 -0.01 0.77
F 2.9369 -0.9255 4.5758 -0.20 0.06 -0.12 -0.28
F 3.3198 -2.1401 2.8354 -0.27 0.02 -0.06 -0.29
S 1.0347 -0.7907 2.7328 2.05 -0.86 0.96 2.19
O 0.8047 -1.8610 1.8187 0.40 -0.21 -0.57 -0.89
O 0.3193 -0.7354 3.9555 0.43 0.31 0.61 -0.88
N 1.1357 0.6930 1.9489 -0.20 -0.06 0.04 -0.91
S 0.1650 1.9680 2.4692 -0.68 1.33 0.12 2.21
O -0.7591 1.5012 3.4455 -0.01 0.18 0.45 -0.92
O 1.0249 3.0446 2.7664 0.79 0.45 -0.19 -0.86
C -1.0842 2.7218 1.2070 -0.74 -0.34 -0.18 0.81
F -2.1890 1.9596 1.1696 0.36 0.48 -0.03 -0.32
F -0.7419 3.0170 -0.0308 0.27 0.09 0.34 -0.29
F -1.3992 3.8346 1.8427 0.12 0.25 0.09 -0.29
C 1.8259 1.8110 -0.1415 0.14 -0.36 0.05 -0.12
C 1.2433 0.5722 0.4850 0.15 -0.23 -0.96 0.05
N -0.0873 0.3391 0.0148 -0.36 -0.55 0.72 -0.82
C -0.3026 0.3809 -1.3607 -0.22 0.74 1.02 0.08
C 0.6733 1.2074 -2.1648 -0.12 -0.27 0.52 0.04
C 1.5638 2.0495 -1.4399 0.04 0.06 0.00 -0.23
C 0.5748 1.1221 -3.5359 -0.10 -0.23 -0.49 -0.16
C -0.1659 0.1070 -4.1357 0.32 1.04 0.05 -0.23
C -0.5935 -0.9904 -3.3752 -0.53 -1.34 0.54 0.31
C -1.1090 -2.1847 -3.9311 0.27 0.49 0.10 -0.27
C -1.2863 -3.2680 -3.1101 0.23 0.18 0.19 0.11
N -0.9696 -3.2235 -1.8051 -0.39 -0.85 -0.07 -0.42
C -0.6051 -2.0955 -1.2893 0.35 0.32 0.54 0.31
N -0.4331 -0.9690 -2.0085 -0.17 -0.50 -0.99 -0.35
H 2.4440 2.4449 0.4681 0.34 0.19 -0.03 0.25
H 1.9318 -0.2854 0.3191 0.05 0.35 0.10 0.21
H -1.3168 0.8139 -1.5177 0.29 -0.10 -0.22 0.22
H 2.0252 2.8792 -1.9519 0.11 0.12 -0.07 0.24
H 1.1365 1.8031 -4.1569 0.03 0.13 -0.10 0.24
H -0.3014 0.0840 -5.2042 0.01 -0.10 -0.09 0.25
H -1.3172 -2.2311 -4.9871 0.02 0.00 -0.12 0.25
H -1.6500 -4.2212 -3.4678 -0.06 0.02 -0.13 0.23
H -0.4099 -2.0557 -0.2122 0.00 0.29 -0.51 0.25
```
Forces are in eV/Å.

Summary:
Net charge   +1
E_tot   -272552.68364 eV
Spin multiplicity   5
Expectation value of S²   6.07



[2]
The following is a quantum chemistry calculation of a 4-piece molecular cluster, C2H9O5 overall in a non-equilibrium geometry, from the Open Molecules 2025 dataset.

```
16
Properties=species:S:1:pos:R:3:forces:R:3:nbo_charge:R:1
O 1.1580 -0.3500 -0.1068 -0.42 0.50 1.13 -0.85
C 1.4231 0.7875 0.4132 0.91 -0.37 -0.42 0.78
O 2.3744 1.5132 0.0855 0.26 -0.01 0.20 -0.75
C 0.4075 1.3808 1.4071 -0.08 0.56 -1.20 -0.76
H -0.5070 0.9392 0.9879 -0.37 0.53 0.93 0.21
H 0.5307 1.3337 2.4882 0.15 -0.88 -0.10 0.21
H 0.4967 2.4582 1.2085 -0.55 -0.19 -0.09 0.22
H -0.4058 -1.2931 0.4912 0.20 -0.14 -0.87 0.50
H -0.6985 -1.6081 -0.9637 0.33 0.19 -0.06 0.47
O -1.0263 -1.7870 -0.0842 -0.84 -0.26 0.80 -1.00
H 3.3206 -0.1832 -1.5969 -0.68 0.03 0.07 0.48
H 1.9039 -0.8076 -1.6832 0.98 0.66 0.23 0.50
O 2.7184 -0.6277 -2.2107 0.05 -0.54 -0.59 -1.01
H -3.7728 -0.8394 0.5841 -0.05 -0.11 -0.42 0.48
H -3.6568 -0.2094 -0.7798 0.37 0.11 -0.27 0.47
O -4.2661 -0.7072 -0.2405 -0.28 -0.06 0.64 -0.95
```
Forces are in eV/Å.

Summary:
Net charge   -1
E_tot   -12459.61420 eV
ΔE to the lowest compared entry with this formula, charge and spin   0.627 eV



[3]
The following is a quantum chemistry calculation of C4H9O2P in the gas phase in a non-equilibrium geometry, from the Open Molecules 2025 dataset.

```
16
Properties=species:S:1:pos:R:3:forces:R:3:nbo_charge:R:1
C -2.9128 -0.7458 -0.4397 4.64 -2.30 1.19 -0.72
C -1.9754 0.4099 -0.4935 3.00 -0.89 1.71 0.84
O -1.9311 1.2913 -1.2694 -0.60 0.66 -0.06 -0.53
O -0.6969 0.1911 0.4471 -3.64 0.27 -2.64 -0.86
P 0.5535 1.1669 -0.1237 0.94 -0.47 0.35 1.07
C 1.7549 0.1192 0.8453 -0.80 0.71 -0.97 -0.94
C 0.8089 0.4920 -1.8314 0.28 -1.88 -0.76 -0.99
H -3.8644 -0.5212 -0.6277 -3.76 1.20 -0.76 0.23
H -2.5411 -1.4512 -1.2483 -0.39 0.76 0.89 0.26
H -2.7894 -1.2771 0.5302 -0.20 0.37 -0.72 0.25
H 2.7230 0.6210 0.8699 -0.08 -0.31 0.54 0.23
H 1.7853 -0.8537 0.3848 0.36 -0.35 -0.34 0.22
H 1.1814 -0.0331 1.7468 0.64 0.30 0.86 0.24
H -0.1926 0.1191 -2.0801 0.30 0.01 -0.22 0.23
H 1.4964 -0.4707 -2.0129 -1.08 2.43 0.59 0.23
H 0.9582 1.3134 -2.5551 0.40 -0.52 0.30 0.24
```
Forces are in eV/Å.

Summary:
E_tot   -17676.96368 eV
ΔE to the lowest compared entry with this formula, charge and spin   2.053 eV



[4]
The following is a quantum chemistry calculation of a 9-piece molecular cluster, C40H73IO20S8 overall in a non-equilibrium geometry, from the Open Molecules 2025 dataset.

```
142
Properties=species:S:1:pos:R:3:forces:R:3:mulliken_charge:R:1
C -0.5667 -3.5626 1.1445 0.02 -0.26 0.17 -0.52
O -0.6296 -3.3465 -0.2499 0.08 0.00 0.08 -0.49
C 0.1244 -2.2275 -0.6624 0.04 0.10 -0.10 -0.69
C -0.3614 -0.9207 -0.0456 -0.28 0.19 0.07 0.20
C -0.0433 0.3159 -0.9261 0.04 -1.01 0.76 -0.57
C -0.4662 1.4809 -0.1267 0.22 0.24 -0.51 0.40
C -1.6091 2.1669 -0.1487 -0.02 -0.01 0.16 -0.16
I -3.0834 2.0876 -1.5492 -0.22 0.01 0.12 0.65
C -1.6751 2.9263 1.1306 -0.06 -0.94 0.22 0.28
O -2.6279 3.1867 1.7854 -0.25 0.80 -0.05 -0.55
O -0.3872 3.0262 1.6282 0.04 -0.09 0.10 -0.38
C 0.4013 2.1811 0.8591 0.10 0.65 -0.52 0.20
O 1.5881 2.2515 0.8802 0.15 -0.45 0.41 -0.58
H -1.3529 -3.0276 1.6892 0.11 0.15 -0.06 0.25
H 0.4144 -3.2855 1.5470 -0.03 0.00 -0.01 0.11
H -0.7065 -4.6255 1.3443 -0.03 0.02 -0.13 0.33
H 1.1886 -2.3798 -0.4281 -0.04 0.00 0.00 0.38
H 0.0366 -2.1814 -1.7501 -0.06 -0.03 0.05 0.41
H 0.0743 -0.7634 0.9466 0.05 -0.09 -0.03 -0.37
H -1.4440 -0.9777 0.1136 0.02 -0.06 -0.12 0.33
H 1.0260 0.3058 -1.1229 -0.14 0.29 -0.13 0.24
H -0.6100 0.2064 -1.8498 0.16 0.34 -0.10 0.55
O -8.9150 2.6707 -0.9760 -0.01 -0.13 0.02 -0.70
S -7.5430 3.0652 -0.7760 0.14 0.42 -0.08 1.06
O -6.4793 2.0954 -0.8505 -0.04 -0.29 -0.09 -0.59
C -7.1645 4.4451 -1.8539 -0.01 0.05 -0.04 -0.18
C -7.5241 5.6771 -1.0326 -0.03 -0.02 0.03 -0.84
C -6.9889 5.4060 0.3795 -0.02 -0.03 -0.05 0.12
C -7.4099 3.9821 0.7677 0.08 0.18 0.14 -0.79
H -7.7372 4.3392 -2.7728 -0.05 -0.09 0.03 0.44
H -6.0954 4.4132 -2.0661 -0.10 -0.02 0.04 0.00
H -7.0905 6.5788 -1.4629 0.05 -0.01 0.01 0.36
H -8.6090 5.8025 -1.0021 0.00 0.00 -0.01 0.40
H -5.8995 5.4796 0.3728 -0.01 -0.02 -0.01 -0.43
H -7.3626 6.1321 1.0999 0.02 0.00 0.01 0.46
H -6.6777 3.4830 1.3978 -0.03 -0.09 -0.02 0.44
H -8.3881 3.9564 1.2439 -0.03 -0.03 -0.06 0.32
O -2.7194 0.4634 -6.7930 0.08 0.00 0.01 -0.69
S -3.4074 1.4170 -5.9601 -0.18 0.10 0.00 1.04
O -2.7162 2.0822 -4.8849 0.14 -0.04 0.01 -0.41
C -4.2014 2.6330 -7.0083 -0.18 0.06 -0.11 -0.69
C -5.5779 2.0409 -7.2926 0.01 -0.07 0.05 -0.63
C -6.0767 1.4734 -5.9558 0.04 0.03 -0.02 -0.43
C -4.9251 0.6685 -5.3418 -0.21 0.01 0.03 -0.55
H -3.5891 2.7863 -7.8936 0.08 -0.03 0.05 0.40
H -4.2717 3.5577 -6.4359 0.04 -0.01 0.03 0.33
H -6.2574 2.7920 -7.6924 -0.01 0.00 0.00 0.36
H -5.4921 1.2386 -8.0285 0.01 0.01 -0.02 0.31
H -6.3491 2.2942 -5.2895 0.02 0.01 0.00 0.11
H -6.9599 0.8504 -6.0851 -0.01 0.00 0.01 0.35
H -4.9139 0.7107 -4.2552 0.08 -0.04 0.00 0.19
H -4.9284 -0.3691 -5.6694 0.08 0.01 -0.03 0.37
O 0.5285 -3.5327 4.4883 0.03 -0.11 -0.02 -0.69
S 1.7277 -2.7398 4.5934 0.05 0.29 0.01 1.32
O 3.0138 -3.3182 4.2920 -0.04 -0.13 -0.02 -0.69
C 1.5082 -1.2316 3.6542 -0.04 0.21 0.00 0.68
C 0.8901 -0.2541 4.6477 -0.01 -0.05 0.06 -0.63
C 1.6659 -0.4454 5.9584 0.00 -0.02 -0.05 -0.80
C 1.7702 -1.9548 6.2135 0.02 0.19 0.14 -0.72
H 0.8793 -1.4462 2.7948 0.02 -0.10 0.00 -1.00
H 2.4948 -0.9030 3.3277 0.01 -0.04 -0.01 0.44
H 0.9511 0.7714 4.2856 0.01 0.00 0.00 0.35
H -0.1643 -0.4951 4.7993 -0.01 0.00 -0.02 0.36
H 2.6650 -0.0185 5.8555 0.01 -0.01 -0.02 0.31
H 1.1793 0.0566 6.7929 0.00 0.00 0.01 0.37
H 2.6972 -2.2365 6.7063 -0.01 -0.09 -0.03 0.35
H 0.9200 -2.3347 6.7765 -0.02 -0.06 -0.06 0.42
O 1.9400 1.0091 -2.8807 0.26 -0.01 -0.11 -0.56
S 2.9923 1.9419 -3.2133 -0.01 0.15 -0.18 1.07
O 4.3722 1.5343 -3.1705 -0.03 -0.12 0.04 -0.75
C 2.5969 2.6633 -4.8012 -0.07 0.17 -0.14 -0.88
C 1.7408 3.8780 -4.4591 -0.05 -0.03 0.14 0.20
C 2.4277 4.5476 -3.2610 0.01 -0.08 -0.03 -0.73
C 2.7609 3.4436 -2.2485 -0.02 0.27 0.00 0.14
H 2.0862 1.9179 -5.4071 0.03 -0.09 0.08 0.51
H 3.5363 2.9533 -5.2725 0.02 0.00 0.02 0.38
H 1.6574 4.5517 -5.3063 0.01 0.03 0.05 -0.22
H 0.7334 3.5585 -4.1798 0.00 -0.05 -0.04 0.21
H 3.3447 5.0387 -3.5922 0.00 -0.01 -0.01 0.31
H 1.7939 5.3100 -2.8088 0.01 0.01 0.01 0.20
H 3.6738 3.6316 -1.6895 0.00 -0.08 0.03 0.49
H 1.9414 3.2613 -1.5566 0.00 -0.10 -0.01 -0.48
O -4.3197 7.7838 -1.2460 -0.15 -0.02 -0.06 -0.74
S -3.5977 6.5741 -1.5513 0.38 -0.06 0.16 1.14
O -4.2373 5.4988 -2.2659 -0.22 0.08 -0.18 -0.52
C -2.0542 6.9930 -2.3547 0.20 0.05 0.00 -0.85
C -1.0681 7.1586 -1.2024 -0.06 -0.05 0.05 -0.86
C -1.3512 5.9982 -0.2359 -0.02 0.02 -0.03 -0.12
C -2.8709 5.9273 -0.0392 0.16 -0.04 0.08 -0.48
H -2.1998 7.8888 -2.9536 -0.08 -0.01 0.00 0.49
H -1.7838 6.1527 -2.9949 -0.06 -0.02 -0.01 0.33
H -0.0391 7.1479 -1.5590 0.01 0.01 0.00 0.38
H -1.2396 8.1119 -0.6984 0.00 0.01 -0.01 0.35
H -0.9909 5.0636 -0.6765 -0.02 0.01 -0.04 -0.28
H -0.8410 6.1295 0.7172 0.00 -0.02 0.00 0.49
H -3.2351 4.9130 0.1033 -0.12 0.04 -0.01 0.19
H -3.2094 6.5581 0.7807 -0.02 0.05 -0.04 0.38
O 4.2623 -8.7875 7.3488 0.02 -0.10 0.03 -0.68
S 4.2678 -8.8800 5.9064 -0.04 0.17 -0.21 1.28
O 4.1367 -10.1587 5.2565 0.01 -0.11 0.17 -0.72
C 3.0590 -7.7331 5.2570 -0.03 0.22 -0.04 -0.89
C 3.8313 -6.4288 5.0844 0.06 -0.09 0.00 -0.15
C 5.1860 -6.8213 4.4805 -0.04 -0.03 0.03 -0.79
C 5.7185 -8.0174 5.2809 0.10 0.18 -0.16 -0.71
H 2.2258 -7.6652 5.9523 0.02 -0.10 0.04 0.43
H 2.7191 -8.1275 4.2998 0.01 -0.04 0.01 0.39
H 3.2947 -5.7265 4.4527 0.00 0.03 0.02 0.13
H 3.9818 -5.9546 6.0567 -0.03 0.00 0.01 0.23
H 5.0495 -7.1074 3.4361 -0.01 -0.01 0.00 0.32
H 5.8917 -5.9927 4.5030 0.00 0.00 -0.01 0.36
H 6.2926 -8.7119 4.6729 -0.01 -0.08 0.07 0.41
H 6.3049 -7.7042 6.1426 -0.05 -0.04 0.06 0.35
O 2.1155 5.8179 -7.2507 -0.02 0.01 0.10 -0.67
S 0.8984 5.4103 -7.9106 -0.13 -0.04 -0.29 1.18
O -0.3193 5.2392 -7.1600 0.06 0.05 0.17 -0.63
C 0.6086 6.4980 -9.3022 0.07 0.04 -0.21 -0.75
C 1.3473 5.8295 -10.4576 0.03 -0.07 0.05 -0.55
C 1.0371 4.3300 -10.3454 -0.01 0.05 0.02 -0.69
C 1.2331 3.9295 -8.8775 -0.02 -0.12 -0.22 -0.63
H 0.9755 7.4914 -9.0555 -0.01 -0.02 0.10 0.41
H -0.4670 6.5251 -9.4738 -0.01 -0.01 0.04 0.34
H 1.0338 6.2380 -11.4168 0.00 0.00 0.00 0.36
H 2.4217 5.9957 -10.3562 0.00 0.03 0.00 0.28
H 0.0024 4.1486 -10.6419 -0.01 0.01 0.01 0.29
H 1.6735 3.7353 -10.9982 0.00 -0.01 0.00 0.34
H 0.5465 3.1494 -8.5575 0.02 0.02 0.10 0.39
H 2.2588 3.6316 -8.6683 0.01 0.06 0.06 0.36
O 7.4849 -13.3344 10.4552 0.06 -0.02 0.04 -0.66
S 6.9195 -12.0937 10.9232 -0.10 0.10 -0.03 1.16
O 7.6230 -11.2921 11.8925 0.08 -0.05 0.02 -0.68
C 6.4677 -11.0938 9.5090 -0.12 0.08 -0.15 -0.67
C 5.0381 -11.5113 9.1899 -0.08 -0.11 0.04 -0.26
C 4.3208 -11.6159 10.5423 0.07 0.01 0.00 -0.75
C 5.2369 -12.4010 11.4899 -0.24 0.06 0.00 -0.66
H 7.1749 -11.2802 8.7043 0.07 -0.05 0.07 0.44
H 6.5177 -10.0497 9.8175 0.02 -0.01 0.03 0.33
H 4.5578 -10.7940 8.5295 0.01 0.01 0.00 0.06
H 5.0353 -12.4849 8.6942 0.04 0.00 -0.01 0.31
H 4.1499 -10.6140 10.9410 0.01 0.01 -0.01 0.30
H 3.3501 -12.1002 10.4472 0.00 0.00 0.01 0.37
H 5.1610 -12.0737 12.5237 0.09 -0.04 0.02 0.37
H 5.0675 -13.4742 11.4283 0.09 -0.02 -0.03 0.35
```
Forces are in eV/Å.

Summary:
E_tot   -178393.87791 eV